82
Properties=species:S:1:pos:R:3:forces:R:3 method="wB97M-V/def2-TZVPD" orbital_gap_ev="5.58 / 5.95" total_charge=0 e_tot_ha=-1939.98943 e_homo_ev="-5.04 / -8.50" multiplicity=5 fmax_ev_per_a=2.44 s2=6.02 lumo_energy_ev="0.54 / -2.55"
C -1.356257 -0.917049 1.233132 -1.2745 0.1159 0.7366
C -1.513888 0.518619 1.052822 -1.2320 -0.3608 0.4087
C -2.556254 0.720648 0.097606 -0.8063 -0.7655 0.9969
H -0.945294 1.295401 1.531933 0.0826 -0.1709 -0.0016
C -3.034448 -0.564868 -0.317485 -1.3412 0.4188 0.9268
C -2.314572 -1.588904 0.382718 -0.7067 0.1476 1.1241
H -2.440378 -2.667200 0.269227 -0.0579 0.4931 0.1161
H -0.657192 -1.385344 1.899692 0.0404 0.0369 -0.0485
H -2.922279 1.670240 -0.244870 -0.0382 0.1247 -0.1126
H -3.888878 -0.708290 -0.940517 -0.1636 -0.1545 -0.4553
C 0.480707 0.354355 -2.484443 0.8809 -0.4908 -1.0032
C 1.334216 -0.249572 -1.517922 1.4528 0.1042 -0.2241
C 0.923211 -1.621680 -1.327751 1.2062 -0.2496 -1.5221
H 2.132284 0.245311 -0.955795 -0.5651 -0.3133 -0.3807
C -0.106610 -1.896873 -2.301784 0.9743 -0.6781 -0.5025
C -0.375466 -0.671687 -2.994616 0.4653 0.0815 -1.1456
H -1.008364 -0.579824 -3.854265 -0.3786 0.0921 -0.0294
H 0.474038 1.400438 -2.801548 0.1100 -0.5063 0.1564
H 1.356475 -2.326216 -0.630221 -0.0504 0.2455 -0.1878
H -0.559767 -2.863393 -2.490565 0.0425 0.2485 -0.0360
Ir -0.832042 -0.517700 -0.810094 1.3504 1.6829 1.1449
O -3.890497 0.645105 -3.542001 -1.6568 0.8412 -0.1618
C -4.458422 1.955420 -3.303880 -0.8364 -1.2964 -0.4072
C -5.347634 0.825394 -3.781694 1.5696 0.8153 0.8895
H -4.547766 2.228438 -2.246627 0.2202 0.0505 -0.3830
H -4.227212 2.748165 -4.031004 0.1166 -0.4311 0.3889
H -6.002889 0.374074 -3.019500 0.4516 0.0510 -0.4105
H -7.892542 0.462379 -4.637526 0.1721 -0.0331 -0.3250
C -7.199197 0.596591 -5.472953 0.9025 0.1543 0.0057
C -5.817979 0.777406 -5.185694 -0.4418 0.1906 -1.2455
C -4.927172 1.008642 -6.262611 -0.4148 -0.1558 0.0159
H -3.858552 1.186535 -6.072082 -0.5875 -0.2004 0.0068
C -5.398874 1.009948 -7.585388 -0.4798 -0.0039 0.0983
H -4.696729 1.170072 -8.415725 -0.3426 -0.0720 0.4599
C -6.771219 0.827065 -7.862654 0.2296 -0.0141 0.5064
H -7.139768 0.845679 -8.902238 0.2532 -0.0208 0.6891
C -7.667520 0.630211 -6.792169 0.3951 0.0878 -0.2048
H -8.738596 0.511852 -6.993031 0.4733 0.0179 0.1025
C 4.438815 -2.451779 -0.223434 0.1400 0.0641 -0.4075
C 3.866292 -2.336954 1.188680 0.0444 0.4802 0.1959
C 2.802614 -3.419113 1.421088 -0.1335 0.0139 -0.0849
C 4.986396 -2.450349 2.219888 0.1732 0.0550 0.3397
O 3.308201 -1.015741 1.305426 0.0613 -0.5442 -0.4620
Si 2.359784 0.144548 1.939888 2.0071 -0.3104 0.4755
O 1.127521 0.527289 1.043454 -1.8976 0.2090 -1.0342
O 2.006047 -0.172875 3.480002 -0.5886 -0.3071 1.0815
C 1.457898 -0.838877 4.636927 0.3408 0.1803 -0.0898
C 0.046963 -1.367592 4.431188 -0.4300 -0.1696 -0.1323
C 2.372037 -2.010814 4.978314 0.2481 -0.2005 -0.0118
C 1.435130 0.179502 5.777283 0.1095 0.3908 0.2408
O 3.305404 1.527384 1.859584 -1.1585 -0.1737 -0.1346
C 2.795299 2.876989 1.649904 0.6230 -0.1853 0.1713
C 1.991366 3.122450 0.375814 -0.2628 -0.1346 -0.3759
C 1.920367 3.311236 2.813570 0.0290 0.0112 0.3353
C 4.099487 3.660491 1.582459 0.5147 0.2056 0.0885
H 4.922371 -3.417332 -0.413117 -0.0968 0.0205 0.3048
H 5.193939 -1.676652 -0.409929 -0.2446 -0.0854 0.1458
H 3.652155 -2.353508 -0.980541 0.0713 0.1310 0.1879
H 3.279366 -4.354273 1.749326 -0.1816 0.2470 -0.0503
H 2.071366 -3.093475 2.175055 0.2752 -0.1532 -0.2031
H 2.265150 -3.634673 0.488286 0.0659 -0.0049 0.2780
H 5.729887 -1.656246 2.059230 -0.2874 -0.1551 0.0919
H 4.571671 -2.361522 3.233900 0.1533 0.0864 -0.2796
H 5.509593 -3.413506 2.168288 -0.1759 0.1093 -0.1508
H 0.010648 -2.177022 3.690122 0.0921 0.2173 0.0468
H -0.317537 -1.806822 5.372533 0.1793 0.1647 -0.1927
H -0.665328 -0.583684 4.146709 0.2355 -0.0828 -0.0449
H 3.406777 -1.657952 5.092540 -0.2766 -0.1273 -0.0127
H 2.061938 -2.510701 5.907685 0.0362 0.2198 -0.2062
H 2.333029 -2.759356 4.172362 0.1192 0.2520 0.2926
H 2.440107 0.591184 5.946795 -0.2652 -0.0374 -0.1640
H 0.738471 1.002531 5.555081 0.3058 -0.1885 -0.0819
H 1.103834 -0.257355 6.730729 0.0626 -0.1353 -0.3418
H 1.017968 2.626386 0.397128 0.1803 -0.0004 0.0835
H 1.801878 4.201408 0.288817 0.2064 -0.1718 -0.0119
H 2.503987 2.781586 -0.527189 0.1418 0.0455 0.0852
H 2.391340 3.079257 3.773139 0.0265 0.1089 -0.0951
H 1.742174 4.390188 2.738186 -0.0224 -0.1507 0.1318
H 0.952500 2.799563 2.784325 0.0950 0.0088 -0.0288
H 4.692653 3.454880 2.484066 -0.1618 0.0926 -0.1888
H 4.685849 3.306741 0.722448 -0.1724 0.0768 0.2013
H 3.977918 4.745174 1.485517 -0.1970 -0.1554 0.0211